No. 1
C8H10 in the gas phase. Source: the Open Molecules 2025 dataset; level of theory: ωB97M-V/def2-TZVPD.

Properties
LUMO = 1.0 eV
2S+1 = 1
net charge = 0
energy above the lowest of the compared OMol25 structures with the same formula, charge and spin = 219.5 kJ/mol
Kohn-Sham gap = 9.754 eV

CARTESIAN COORDINATES (ANGSTROEM)
C (-2.6081, -0.2165, 0.0973)
C (-1.3541, -0.9498, 0.2995)
C (-0.0316, -0.3015, 0.0868)
C (0.1064, 1.1176, -0.1772)
C (1.2864, 1.6325, -0.3857)
C (2.4879, 0.9923, -0.3565)
C (2.3428, -0.4144, -0.1809)
C (1.1492, -1.0363, 0.0627)
H (-2.7207, 0.1619, -0.8499)
H (-2.5401, 0.5112, 0.8246)
H (-3.5209, -0.8185, 0.4399)
H (-1.2257, -1.4502, 1.4157)
H (-1.3649, -1.7971, -0.2433)
H (-0.7710, 1.8522, -0.2551)
H (1.2823, 2.5946, -0.3402)
H (3.3889, 1.3223, -0.5225)
H (3.1834, -1.0446, -0.2079)
H (0.9096, -2.1556, 0.2928)

Forces on atoms 1 to 3 (eV/Å):
C -1.55 -2.05 2.59
C 1.73 -0.94 4.23
C 0.04 2.99 -1.09



No. 2
11 unconnected molecules or ions with the total composition C57H124N11O9. Source: the Open Molecules 2025 dataset; level of theory: ωB97M-V/def2-TZVPD.

Properties
LUMO = -8.7 eV
2S+1 = 1
net charge = +5
Kohn-Sham gap = 7.440 eV

CARTESIAN COORDINATES (ANGSTROEM)
C (5.0003, -6.6361, 0.6133)
C (4.9929, -5.2580, 0.0120)
C (5.6411, -4.2619, 0.9743)
N (5.8922, -2.8599, 0.5559)
C (6.3839, -2.1941, 1.7609)
C (6.4601, -0.6664, 1.6470)
C (5.2341, -0.0013, 0.9974)
C (4.8232, -0.7846, -0.2505)
C (4.6986, -2.2725, -0.1060)
C (6.9930, -2.8863, -0.4657)
H (4.3587, -7.2763, -0.0135)
H (4.6398, -6.6271, 1.6428)
H (6.0148, -7.0007, 0.6222)
H (3.9734, -4.9191, -0.3271)
H (5.5281, -5.2912, -0.9335)
H (6.5701, -4.6629, 1.2959)
H (4.9498, -4.1640, 1.8468)
H (5.6789, -2.4732, 2.5516)
H (7.3493, -2.6239, 2.0301)
H (6.6374, -0.2107, 2.6306)
H (7.3682, -0.3831, 1.0921)
H (4.3253, -0.0059, 1.6387)
H (5.4605, 1.0296, 0.8926)
H (3.8346, -0.4792, -0.6584)
H (5.5134, -0.5901, -1.0866)
H (3.8060, -2.5098, 0.5315)
H (4.6446, -2.7975, -1.0385)
H (7.9322, -3.1161, 0.0267)
H (7.0977, -1.8740, -0.7920)
H (6.7930, -3.5800, -1.2632)
C (1.1307, 0.4537, -7.3041)
C (1.1519, -0.3542, -5.9716)
C (0.8771, -1.8311, -6.2618)
N (0.3944, -2.6391, -5.0765)
C (0.4788, -4.0649, -5.4661)
C (1.9329, -4.5910, -5.5917)
C (2.7050, -4.3052, -4.3610)
C (2.6184, -2.8090, -4.0082)
C (1.1878, -2.4442, -3.7803)
C (-1.0026, -2.3757, -4.7682)
H (1.5136, 1.4623, -7.2495)
H (0.1430, 0.4860, -7.8095)
H (1.7444, -0.0757, -8.0185)
H (0.4223, 0.0147, -5.2499)
H (2.0963, -0.1720, -5.4311)
H (1.7976, -2.3205, -6.5685)
H (0.1728, -1.9546, -7.0827)
H (-0.0607, -4.1566, -6.3955)
H (-0.1080, -4.6047, -4.7029)
H (2.3856, -4.2257, -6.5209)
H (1.7763, -5.6699, -5.6395)
H (3.7476, -4.5801, -4.5504)
H (2.2361, -4.9168, -3.5708)
H (2.9383, -2.1590, -4.8253)
H (3.1564, -2.5456, -3.0717)
H (0.9464, -1.4765, -3.4251)
H (0.7818, -3.0900, -3.0034)
H (-1.2401, -1.3078, -4.6810)
H (-1.2704, -2.8815, -3.8527)
H (-1.6456, -2.8162, -5.5417)
C (2.8293, 3.7418, 2.4979)
C (3.8743, 4.7240, 2.9774)
N (5.2182, 4.1618, 2.7206)
C (5.7736, 4.1687, 1.4765)
C (7.0507, 3.7467, 1.6126)
N (7.2591, 3.3760, 2.9147)
C (6.1514, 3.7457, 3.5946)
C (8.5412, 2.9994, 3.5179)
H (2.6733, 3.5876, 1.4398)
H (1.9308, 4.2102, 2.9224)
H (2.9808, 2.7652, 2.9797)
H (3.7539, 4.7555, 4.0623)
H (3.7630, 5.6510, 2.4599)
H (5.1545, 4.4657, 0.6336)
H (7.8921, 3.8111, 0.9309)
H (6.0509, 3.7894, 4.6488)
H (8.3405, 2.1190, 4.1092)
H (8.9343, 3.7551, 4.1184)
H (9.2836, 2.8816, 2.7220)
C (-6.3931, 2.9153, -0.6468)
C (-7.3966, 1.7555, -0.6057)
N (-7.1728, 0.7129, -1.6116)
C (-7.0505, 0.8328, -2.9742)
C (-7.0025, -0.3963, -3.5272)
N (-7.1111, -1.2748, -2.4420)
C (-7.1809, -0.6021, -1.2816)
C (-7.2419, -2.7485, -2.5932)
H (-6.3098, 3.3786, -1.6210)
H (-5.4454, 2.4054, -0.4855)
H (-6.5913, 3.5817, 0.1671)
H (-8.4403, 2.1345, -0.7274)
H (-7.3718, 1.2719, 0.3762)
H (-7.0551, 1.8369, -3.3790)
H (-7.0880, -0.6790, -4.5392)
H (-7.1847, -0.9028, -0.2301)
H (-8.1830, -3.1331, -2.1918)
H (-6.4490, -3.2775, -2.0855)
H (-7.2900, -2.9972, -3.6879)
C (0.1481, -4.7752, -0.5268)
C (-0.2161, -5.4621, 0.8298)
N (-1.3417, -4.7585, 1.4376)
C (-2.5927, -4.5451, 0.8810)
C (-3.3340, -3.8386, 1.7576)
N (-2.4895, -3.5686, 2.8063)
C (-1.3488, -4.1661, 2.6335)
C (-2.7884, -2.6155, 3.8706)
H (0.0669, -3.7204, -0.3750)
H (-0.4476, -5.0025, -1.4104)
H (1.1766, -4.9530, -0.9017)
H (0.6077, -5.3561, 1.5048)
H (-0.3119, -6.5125, 0.6333)
H (-2.8550, -5.0083, -0.0721)
H (-4.3100, -3.3832, 1.7689)
H (-0.4214, -3.9047, 3.1471)
H (-1.9308, -2.4693, 4.5380)
H (-3.6188, -2.9763, 4.4449)
H (-2.8599, -1.6453, 3.3545)
C (-2.6516, 4.6171, -4.7019)
N (-2.0002, 4.2188, -5.9386)
C (-1.2294, 2.9292, -5.7139)
C (-3.0692, 4.1008, -6.9683)
C (-0.9943, 5.2701, -6.3515)
C (-1.3897, 6.7186, -6.2309)
O (-2.7223, 6.8258, -6.7439)
H (-2.0530, 4.8666, -3.8449)
H (-3.1358, 3.7494, -4.2612)
H (-3.4284, 5.3599, -4.7639)
H (-1.9455, 2.1311, -5.4997)
H (-0.6329, 3.1360, -4.8291)
H (-0.6419, 2.7730, -6.6242)
H (-3.7913, 3.3688, -6.5989)
H (-2.5669, 3.7110, -7.8610)
H (-3.4943, 5.0652, -7.1563)
H (-0.7279, 5.0107, -7.3875)
H (-0.1080, 5.1372, -5.7320)
H (-0.5934, 7.3164, -6.6653)
H (-1.4153, 6.9486, -5.1607)
H (-2.8337, 7.6907, -7.1073)
C (-0.3796, 0.8978, -0.6313)
N (-1.4903, 0.9960, 0.3054)
C (-1.4660, 2.2768, 1.0780)
C (-2.7486, 1.0018, -0.4916)
C (-1.4584, -0.1231, 1.3062)
C (-0.1973, -0.1321, 2.1196)
O (0.6904, -1.1514, 1.6876)
H (0.5830, 0.9847, -0.0971)
H (-0.4851, 1.6552, -1.4149)
H (-0.3861, -0.1307, -1.0425)
H (-1.7287, 3.1445, 0.4667)
H (-0.4489, 2.4048, 1.4493)
H (-2.1381, 2.1792, 1.9352)
H (-2.5593, 1.7240, -1.2972)
H (-3.6394, 1.2259, 0.1026)
H (-2.9240, 0.0082, -0.9224)
H (-1.5008, -1.0224, 0.6993)
H (-2.3777, 0.1000, 1.8464)
H (-0.4101, -0.3284, 3.1627)
H (0.3112, 0.8423, 2.0454)
H (0.7889, -1.8649, 2.3554)
C (-1.8032, 0.6426, 7.5974)
N (-2.7716, 1.7004, 8.1072)
C (-3.2708, 1.3520, 9.4712)
C (-2.1344, 3.0401, 8.1880)
C (-3.9525, 1.8382, 7.1560)
C (-3.6619, 2.2580, 5.7480)
O (-2.9593, 1.3923, 4.8870)
H (-1.0054, 0.3884, 8.2840)
H (-1.3998, 0.9559, 6.6155)
H (-2.3559, -0.2691, 7.5227)
H (-4.1718, 1.9389, 9.6744)
H (-2.5186, 1.5160, 10.2127)
H (-3.5289, 0.2926, 9.5018)
H (-1.2726, 2.9507, 8.8541)
H (-2.7635, 3.7671, 8.6585)
H (-1.8380, 3.4014, 7.2176)
H (-4.6309, 2.5699, 7.6024)
H (-4.5050, 0.9158, 7.1825)
H (-3.0660, 3.1565, 5.7620)
H (-4.6162, 2.5351, 5.3220)
H (-3.4681, 1.1088, 4.0454)
C (-5.5372, -0.5926, 3.6703)
C (-4.9761, 0.0299, 2.3922)
O (-4.0997, 0.9309, 2.5549)
O (-5.3080, -0.3770, 1.2281)
H (-5.7858, -1.6510, 3.4462)
H (-6.5237, -0.2668, 3.9240)
H (-4.9237, -0.5728, 4.5889)
C (2.9216, -3.6029, 5.0539)
C (2.4086, -3.4244, 3.6763)
O (3.2074, -3.4429, 2.7076)
O (1.1164, -3.2662, 3.5312)
H (3.8549, -4.1861, 5.0337)
H (2.2374, -3.8543, 5.8554)
H (3.3967, -2.6288, 5.3501)
C (-0.2398, 5.5037, -0.2646)
C (-0.0177, 4.2382, -1.1086)
O (1.1117, 3.8050, -1.3984)
O (-1.1072, 3.6435, -1.4177)
H (-0.3285, 5.1861, 0.8027)
H (-1.1763, 5.9989, -0.6096)
H (0.6192, 6.1637, -0.3710)

Forces on atoms 1 to 3 (eV/Å):
C -0.66 -0.13 -0.11
C -0.59 1.56 -1.16
C -2.28 -0.81 0.95



No. 3
C4H6N2OS in the gas phase. Source: the Open Molecules 2025 dataset; level of theory: ωB97M-V/def2-TZVPD.

Properties
LUMO = 0.6 eV
2S+1 = 1
net charge = 0
energy above the lowest of the compared OMol25 structures with the same formula, charge and spin = 72.7 kJ/mol
Kohn-Sham gap = 9.980 eV

CARTESIAN COORDINATES (ANGSTROEM)
H (-0.2352, 2.9326, -0.1555)
N (-0.8104, 2.0989, 0.0429)
C (-0.0583, 1.0742, 0.1356)
N (1.2818, 0.9430, -0.0923)
C (1.7436, -0.3589, -0.0573)
O (2.8832, -0.6840, -0.2168)
C (0.5235, -1.2502, 0.2086)
C (-0.6110, -0.2976, 0.4974)
S (-2.2031, -0.7527, -0.2188)
H (1.8535, 1.7679, -0.3040)
H (0.6667, -1.9802, 1.0543)
H (0.3263, -1.7734, -0.7380)
H (-0.7895, -0.2041, 1.6182)
H (-2.5245, 0.4724, -0.6007)

Forces on atoms 1 to 3 (eV/Å):
H -0.47 -0.27 -0.03
N 1.09 0.12 0.14
C -1.91 0.21 -0.52



No. 4
7 unconnected molecules or ions with the total composition C26H54FNO11. Source: the Open Molecules 2025 dataset; level of theory: ωB97M-V/def2-TZVPD.

Properties
LUMO = 0.4 eV
2S+1 = 1
net charge = 0
Kohn-Sham gap = 8.885 eV

CARTESIAN COORDINATES (ANGSTROEM)
C (2.0580, -3.2196, -1.2631)
C (2.0316, -1.7468, -1.5701)
C (2.7484, -0.8731, -0.7489)
C (2.7693, 0.4860, -1.0382)
C (2.0658, 1.0099, -2.1221)
C (2.1623, 2.4881, -2.4532)
C (2.3597, 3.3753, -1.2259)
C (3.4283, 2.6375, -3.3409)
C (1.3264, 0.1421, -2.9228)
O (0.6471, 0.6384, -4.0190)
C (-0.7074, 0.3230, -4.1283)
N (-1.6245, 1.3696, -3.6012)
O (-2.3006, 2.0045, -4.6650)
C (-2.6139, 0.7396, -2.8336)
O (-3.7734, 0.7294, -3.0791)
O (-2.1083, 0.0854, -1.7438)
C (-2.4055, 0.7063, -0.5033)
C (-1.3343, 1.7078, -0.1527)
O (-1.0562, 2.6505, -0.7867)
F (-0.7119, 1.4563, 1.0016)
C (1.3241, -1.2260, -2.6398)
H (3.1050, -3.5146, -1.2116)
H (1.6203, -3.4350, -0.2957)
H (1.6223, -3.8256, -2.0493)
H (3.2899, -1.2541, 0.1037)
H (3.3527, 1.1194, -0.3916)
H (1.3135, 2.7924, -3.0556)
H (1.7077, 3.1219, -0.4012)
H (2.2515, 4.4226, -1.4916)
H (3.3867, 3.2664, -0.8824)
H (3.3970, 1.8673, -4.1087)
H (3.5163, 3.6307, -3.7670)
H (4.2852, 2.3918, -2.7183)
H (-0.9457, 0.2236, -5.1810)
H (-0.9611, -0.6186, -3.6466)
H (-1.5982, 2.4509, -5.1789)
H (-3.3785, 1.1863, -0.5017)
H (-2.3977, -0.0656, 0.2520)
H (0.7695, -1.8720, -3.3083)
C (-0.9088, -3.2399, 2.3810)
C (-0.0261, -4.4353, 2.0850)
O (1.2046, -4.3422, 2.7960)
H (-0.3997, -2.3133, 2.1093)
H (-1.8525, -3.2934, 1.8349)
H (-1.1246, -3.1940, 3.4499)
H (0.2135, -4.4808, 1.0241)
H (-0.5331, -5.3660, 2.3616)
H (0.9890, -4.3087, 3.7350)
C (-5.2743, -2.6445, -0.9768)
C (-4.2899, -2.5585, 0.1731)
O (-4.3016, -1.2601, 0.7680)
H (-5.0391, -1.8944, -1.7330)
H (-5.2496, -3.6321, -1.4397)
H (-6.2917, -2.4510, -0.6287)
H (-3.2739, -2.7311, -0.1797)
H (-4.5209, -3.3086, 0.9367)
H (-5.1921, -1.0892, 1.0950)
C (1.2904, 2.9192, -8.0669)
C (0.0611, 2.3393, -7.3979)
O (-0.3401, 3.1312, -6.2734)
H (2.1144, 2.9828, -7.3562)
H (1.6009, 2.3036, -8.9113)
H (1.0922, 3.9302, -8.4305)
H (0.2671, 1.3402, -7.0181)
H (-0.7703, 2.2734, -8.1058)
H (-0.5360, 4.0197, -6.5878)
C (1.5563, -2.0879, 7.5461)
C (1.3463, -2.4585, 6.0917)
O (0.0537, -3.0345, 5.8791)
H (1.4507, -2.9685, 8.1809)
H (2.5462, -1.6574, 7.6976)
H (0.8080, -1.3600, 7.8699)
H (2.0824, -3.1971, 5.7773)
H (1.4524, -1.5758, 5.4542)
H (-0.6044, -2.3838, 6.1400)
C (4.6855, 1.1326, 3.7449)
C (3.6645, 0.2579, 4.4478)
O (3.8314, 0.2842, 5.8651)
H (5.6965, 0.8066, 3.9901)
H (4.5564, 1.0935, 2.6623)
H (4.5900, 2.1725, 4.0664)
H (3.7732, -0.7799, 4.1366)
H (2.6477, 0.5834, 4.2016)
H (3.7247, 1.1945, 6.1562)
C (-3.3127, 2.6454, 3.1960)
C (-4.4634, 1.8208, 3.7430)
O (-4.9072, 0.8501, 2.7987)
H (-3.6115, 3.1495, 2.2756)
H (-2.9891, 3.3974, 3.9169)
H (-2.4586, 2.0068, 2.9578)
H (-5.3195, 2.4562, 3.9632)
H (-4.1651, 1.3157, 4.6681)
H (-4.1647, 0.2679, 2.5989)

Forces on atoms 1 to 3 (eV/Å):
C 0.64 0.22 -0.29
C -0.09 0.00 0.32
C -0.29 0.34 -0.51



No. 5
A molecular structure, C27H44BrNOP2Pd. Source: the Open Molecules 2025 dataset; level of theory: ωB97M-V/def2-TZVPD.

Properties
LUMO (alpha / beta) = -12.8 / -14.7 eV
2S+1 = 5
net charge = +4
energy above the lowest of the compared OMol25 structures with the same formula, charge and spin = 0.0 kJ/mol
Kohn-Sham gap (alpha / beta) = 6.701 / 4.785 eV

CARTESIAN COORDINATES (ANGSTROEM)
C (-4.1232, -5.7545, 3.3203)
C (-3.5921, -5.3951, 2.0581)
C (-3.8046, -6.2977, 0.9950)
C (-4.4461, -7.5245, 1.2448)
N (-4.8979, -7.8526, 2.4588)
C (-4.7532, -7.0024, 3.4769)
C (-2.8146, -4.1815, 1.8753)
C (-2.1038, -3.1948, 1.8985)
C (-1.1160, -2.1789, 1.9815)
C (-1.4540, -0.9316, 2.5253)
C (-0.5985, 0.1451, 2.2947)
C (0.4877, -0.1394, 1.4816)
C (1.0020, -1.4016, 1.1845)
C (0.1361, -2.4590, 1.4146)
Pd (1.1441, 1.1720, 0.1465)
P (-0.5084, 2.5863, -0.3303)
H (-3.4573, -6.0752, -0.0133)
H (-4.0301, -5.0892, 4.1771)
H (-4.5884, -8.2512, 0.4365)
H (-5.1431, -7.3114, 4.4572)
H (0.3766, -3.4762, 1.1157)
H (-2.3908, -0.8112, 3.0717)
H (1.9940, -1.5492, 0.7595)
H (-0.7771, 1.1336, 2.6886)
C (0.1100, 4.1761, -1.0483)
C (-0.5608, 4.7525, -2.2888)
H (1.1859, 3.9938, -1.2545)
H (0.0962, 4.9021, -0.2247)
H (-0.0402, 5.6864, -2.5511)
H (-0.4810, 4.0710, -3.1498)
H (-1.6175, 5.0009, -2.1088)
C (-1.5631, 1.6829, -1.5153)
C (-3.0337, 1.5006, -1.1527)
H (-1.1053, 0.6852, -1.6038)
H (-1.4515, 2.1775, -2.4903)
H (-3.4805, 0.8096, -1.8808)
H (-3.1582, 1.0581, -0.1580)
H (-3.5990, 2.4384, -1.2051)
C (-1.5610, 3.1471, 1.0529)
C (-2.5120, 4.3111, 0.7383)
H (-0.8642, 3.4350, 1.8577)
H (-2.1221, 2.2702, 1.4093)
H (-3.1312, 4.4953, 1.6270)
H (-1.9653, 5.2367, 0.5098)
H (-3.1921, 4.0917, -0.0957)
Br (3.0527, 3.0867, -0.0703)
P (2.6507, -0.3850, -2.6461)
C (1.5071, 0.9983, -2.9831)
C (1.4430, 1.4812, -4.4352)
H (1.8363, 1.8095, -2.3017)
H (0.5209, 0.6260, -2.6683)
H (0.4764, 1.9708, -4.6164)
H (2.2361, 2.2160, -4.6393)
H (1.5523, 0.6552, -5.1420)
C (3.7901, 0.0647, -1.3097)
C (5.2711, -0.0901, -1.6465)
H (3.5146, -0.5092, -0.4066)
H (3.5986, 1.1447, -1.1046)
H (5.8565, 0.5681, -0.9953)
H (5.6112, -1.1174, -1.4725)
H (5.4777, 0.1712, -2.6823)
C (1.6160, -1.7547, -2.0251)
C (1.2994, -2.8414, -3.0589)
H (0.6924, -1.2991, -1.6330)
H (2.1725, -2.1923, -1.1830)
H (0.9945, -3.7520, -2.5337)
H (0.4760, -2.5430, -3.7130)
H (2.1702, -3.0721, -3.6758)
C (2.3117, 2.4456, 3.5974)
C (3.4198, 1.7725, 2.8375)
O (2.9635, 0.8170, 1.8606)
H (1.8265, 3.2127, 2.9861)
H (2.7394, 2.9291, 4.4779)
H (1.5522, 1.7302, 3.9476)
H (3.9489, 2.5100, 2.2236)
H (4.1490, 1.2795, 3.4906)
H (2.7781, -0.0143, 2.3345)

Forces on atoms 1 to 3 (eV/Å):
C 0.22 -0.23 -0.77
C -0.45 -0.65 -0.05
C -0.07 -0.09 0.76



No. 6
2 unconnected molecules or ions with the total composition C6H14N2O3S. Source: the Open Molecules 2025 dataset; level of theory: ωB97M-V/def2-TZVPD.

Properties
LUMO (alpha / beta) = 0.5 / -2.6 eV
2S+1 = 3
net charge = 0
Kohn-Sham gap (alpha / beta) = 9.201 / 6.369 eV

CARTESIAN COORDINATES (ANGSTROEM)
C (4.3428, -1.1761, 0.8206)
C (2.7650, -1.0944, 0.7405)
C (2.0505, -1.5166, -0.4629)
C (0.8085, -1.1349, -0.7185)
C (-0.1528, -0.3950, 0.1844)
C (-1.0797, 0.4655, -0.6656)
N (-3.0026, -0.0469, 1.2091)
N (-1.8005, 1.3573, 0.1465)
O (-2.3479, 3.0508, -1.4149)
O (-3.8317, 1.0832, -1.4294)
O (-4.0596, 2.5695, 0.4185)
S (-3.2030, 1.9776, -0.5612)
H (4.6324, -0.7314, -0.0901)
H (4.8091, -0.4592, 1.5587)
H (4.6252, -2.2016, 0.8547)
H (2.1864, -1.7828, 1.4780)
H (2.4603, -0.1873, 1.0390)
H (-2.9575, 3.6862, -1.7709)
H (2.7263, -2.1370, -1.0691)
H (-3.6112, -0.4083, 0.4808)
H (0.4308, -1.4774, -1.6007)
H (-0.6362, -1.1990, 0.7933)
H (0.3999, -0.0224, 0.9888)
H (-1.4792, -0.2110, -1.4402)
H (-0.5618, 1.3617, -1.2670)
H (-3.5135, 0.6295, 1.7775)

Forces on atoms 1 to 3 (eV/Å):
C -2.14 1.34 0.44
C 0.60 -3.90 2.43
C 1.41 0.50 -0.70



Number 1: calculated total energy -310.752054 hartree. Number 2: calculated total energy -3524.022639 hartree. Number 3: calculated total energy -738.977006 hartree. Number 4: calculated total energy -2005.228992 hartree. Number 5: calculated total energy -4568.024447 hartree. Number 6: calculated total energy -970.162361 hartree.